Below is C44H58BrN5O4S2Ta as an isolated structure, with properties calculated with the ωB97M-V functional and the def2-TZVPD basis.

```
115
Properties=species:S:1:pos:R:3:forces:R:3
Ta -0.273995 0.447450 1.672910 0.5449 0.2368 0.5883
C -0.433527 2.982091 -5.792516 0.0049 0.0010 0.0110
C -0.536402 1.616516 -5.110432 0.0139 0.0231 0.0252
C 0.553731 0.695705 -5.679877 0.0097 -0.0186 0.0011
C -1.920977 1.021464 -5.407232 -0.0130 0.0081 -0.0006
C -0.349076 1.707364 -3.595365 0.0199 0.0981 -0.0145
C -0.443590 0.589568 -2.822311 0.0248 -0.0046 0.1250
C -0.283178 0.709868 -1.413830 0.0461 -0.0864 -0.0959
N -0.387403 -0.239337 -0.471845 -0.1851 -0.0866 -0.1041
C -0.616106 -1.558420 -0.613398 0.0816 -0.0104 -0.0550
C -0.371355 -2.363166 -1.752500 -0.0685 0.0976 0.0468
C -0.754808 -3.670368 -1.732341 -0.0310 -0.0734 0.0264
C -1.425086 -4.151016 -0.558359 -0.0011 -0.0505 -0.0202
C -1.647450 -3.445114 0.607156 -0.1408 -0.0425 -0.0248
C -1.178709 -2.121289 0.593777 0.1413 0.1065 0.0601
O -1.213790 -1.307005 1.628627 -0.5877 -0.3988 -0.0153
C -2.361232 -4.058300 1.813344 0.0053 0.0331 0.0100
C -3.609247 -3.223390 2.140303 0.0008 0.0089 -0.0064
C -2.807929 -5.492348 1.526176 -0.0080 -0.0118 0.0067
C -1.413325 -4.081578 3.020361 0.0098 -0.0266 -0.0088
C -0.474921 -4.578349 -2.928288 -0.0215 -0.0108 0.0343
C 1.042590 -4.647601 -3.154970 0.0215 -0.0061 0.0101
C -1.151892 -3.972685 -4.168202 0.0010 0.0259 -0.0146
C -1.007324 -5.997631 -2.721045 -0.0018 0.0107 0.0119
C -0.105412 2.007062 -0.813658 0.1038 -0.1688 0.0744
O -0.057192 1.985284 0.508444 0.0247 0.2468 -0.3811
C 0.021364 3.164469 -1.578359 -0.0487 0.0765 -0.0316
C -0.080470 2.955939 -2.944446 -0.0024 0.0190 -0.0785
C 0.264031 4.542810 -0.959248 -0.0309 -0.0296 0.0161
C 1.617089 4.538440 -0.233658 0.0269 0.0080 -0.0034
C -0.867233 4.877939 0.027739 -0.0178 -0.0117 -0.0276
C 0.295314 5.630086 -2.033677 -0.0004 0.0259 0.0004
H -0.604462 2.857675 -6.860946 0.0073 -0.0024 0.0017
H 0.556167 3.428637 -5.676131 -0.0003 0.0018 0.0035
H -1.186091 3.683747 -5.426643 -0.0065 0.0008 -0.0046
H 0.460931 0.648240 -6.764677 -0.0021 -0.0116 0.0000
H 0.463044 -0.323160 -5.295722 0.0053 0.0025 -0.0015
H 1.552231 1.066327 -5.443083 0.0054 0.0032 -0.0055
H -2.056748 0.941696 -6.485635 -0.0031 -0.0061 0.0027
H -2.717757 1.656102 -5.015836 -0.0038 0.0000 0.0046
H -2.038544 0.020277 -4.987702 0.0007 -0.0007 -0.0064
H -0.690757 -0.357938 -3.269920 -0.0013 -0.0323 -0.0079
H 0.171803 -1.961292 -2.593265 0.0078 0.0083 -0.0047
H -1.761029 -5.176804 -0.579422 0.0140 0.0075 -0.0194
H -4.304792 -3.211848 1.299235 -0.0016 0.0005 0.0009
H -3.352854 -2.196095 2.403531 -0.0006 0.0024 0.0136
H -4.127268 -3.661309 2.993566 -0.0031 -0.0043 -0.0029
H -3.504760 -5.548829 0.687675 0.0045 0.0017 -0.0010
H -3.325892 -5.879835 2.402653 -0.0016 -0.0017 -0.0029
H -1.963712 -6.156858 1.331254 -0.0002 -0.0018 0.0024
H -1.170253 -3.076772 3.359075 0.0001 0.0156 0.0004
H -0.488762 -4.613200 2.782466 -0.0067 -0.0035 0.0023
H -1.893911 -4.602382 3.849087 0.0018 -0.0013 -0.0013
H 1.480587 -3.661354 -3.320945 -0.0017 -0.0056 -0.0095
H 1.251053 -5.252686 -4.037160 0.0064 -0.0015 0.0042
H 1.546923 -5.113007 -2.305581 0.0012 0.0001 0.0019
H -0.715296 -3.007739 -4.437069 -0.0120 0.0001 0.0003
H -2.223229 -3.838566 -4.011030 -0.0066 -0.0069 -0.0051
H -1.018016 -4.640247 -5.019056 0.0093 0.0091 -0.0069
H -0.557731 -6.484705 -1.853088 0.0086 -0.0080 -0.0064
H -0.757154 -6.601528 -3.592268 -0.0047 0.0056 -0.0026
H -2.093954 -6.019051 -2.615968 -0.0020 0.0015 0.0050
H 0.027340 3.822137 -3.580816 -0.0212 -0.0265 -0.0037
H 1.657061 3.794653 0.560280 -0.0122 -0.0097 0.0098
H 1.789573 5.515659 0.219424 0.0051 -0.0028 -0.0045
H 2.433538 4.343994 -0.931112 0.0038 0.0005 0.0002
H -0.904402 4.178500 0.864288 0.0227 -0.0077 0.0262
H -1.836570 4.889198 -0.476253 0.0017 0.0002 0.0009
H -0.697648 5.872583 0.441106 -0.0050 -0.0006 -0.0043
H 1.111620 5.483669 -2.743462 0.0001 0.0035 0.0026
H 0.458998 6.593986 -1.553051 0.0013 0.0005 -0.0033
H -0.645856 5.695947 -2.583636 -0.0020 -0.0004 -0.0005
C 3.479509 -4.217255 0.612613 -0.0039 0.0243 0.0149
C 2.711125 -3.377650 1.592464 0.0223 -0.0238 -0.0322
C 2.689247 -3.652902 2.955459 0.0053 -0.0246 0.0601
C 1.952080 -2.860600 3.825454 0.0700 -0.0112 -0.0673
C 1.268474 -1.807245 3.268753 -0.0050 0.0091 0.0364
Br 0.133802 -0.713378 4.338644 -0.1195 -0.0549 0.1417
N 1.287835 -1.486452 1.983104 -0.4222 0.0832 -0.0941
C 1.990934 -2.270931 1.158276 0.1394 0.2044 -0.0483
H 3.985372 -5.039952 1.112196 0.0002 0.0031 0.0026
H 4.232147 -3.621609 0.095499 0.0095 0.0049 0.0048
H 2.814390 -4.637339 -0.142907 -0.0077 0.0007 0.0013
H 3.246554 -4.495095 3.346520 0.0003 -0.0006 -0.0038
H 1.911341 -3.060365 4.886520 -0.0177 -0.0059 0.0039
H 2.005838 -1.982675 0.113329 -0.0161 -0.0214 0.0011
O 2.600923 4.833673 3.563474 0.0854 -0.1050 -0.0750
C 3.480105 3.944701 3.076994 -0.0664 0.1425 0.0453
C 4.811577 4.350714 2.995427 0.0405 0.0321 -0.0018
C 5.766903 3.499213 2.491956 0.0086 -0.0092 -0.0067
C 5.430245 2.212059 2.049148 -0.0099 0.0347 0.0197
C 4.126643 1.800656 2.125756 -0.0333 0.0033 0.0383
C 3.126571 2.652143 2.643901 0.0530 -0.0733 -0.0480
C 1.764699 2.192719 2.699777 -0.0032 -0.1877 -0.1313
O 1.501376 0.944558 2.243239 0.1768 0.3754 0.0070
N 0.779688 2.893971 3.144481 -0.3382 0.1068 0.1237
N -0.443656 2.202479 3.125885 0.1619 -0.3603 -0.4779
C -1.381312 2.845226 3.769874 -0.0132 -0.1127 0.1750
S -2.974309 2.177515 3.958352 -0.0266 0.0876 0.1644
C -3.447758 3.296254 5.313048 0.0048 0.0126 0.0366
C -2.805483 4.635856 5.021765 -0.0081 -0.0121 -0.0046
S -1.074399 4.347262 4.549730 0.0137 -0.0306 -0.0017
H 1.710041 4.447595 3.562213 -0.0347 0.0250 0.0334
H 5.061607 5.344837 3.339486 0.0121 0.0001 -0.0037
H 6.795021 3.831980 2.438092 0.0006 -0.0028 0.0028
H 6.192275 1.553758 1.657869 0.0076 0.0037 -0.0007
H 3.849154 0.808657 1.795775 -0.0136 -0.0058 0.0025
H -3.091551 2.861412 6.245033 -0.0109 0.0107 0.0095
H -4.534724 3.353883 5.327922 -0.0011 0.0006 -0.0189
H -2.798004 5.270405 5.907134 0.0005 -0.0051 0.0011
H -3.302679 5.161410 4.208158 -0.0179 0.0089 0.0134
N -2.527051 0.968019 1.266680 0.4756 0.0248 0.0541
H -3.167028 0.572959 1.953877 -0.0132 -0.0365 -0.0839
H -2.792252 0.577487 0.364162 -0.0053 -0.0198 -0.0234
H -2.711140 1.969809 1.227466 -0.0313 -0.0137 -0.0138
```
Forces are in eV/Å.

The energy relative to the best compared isomer or geometry (same formula, charge and spin) is 0.0929 eV. The total energy is -155455.4555 eV. The total charge is +3. As for the orbital gap: 3.8 eV. The LUMO energy is -11.0 eV.

Here are the Löwdin charges for atoms 1 to 99, given in e:
1 Ta 1.8904
2 C -0.0458
3 C -0.5491
4 C -0.0245
5 C -0.0263
6 C -0.1020
7 C 0.0677
8 C -0.1330
9 N 0.0751
10 C -0.1672
11 C 0.0462
12 C -0.1010
13 C 0.1285
14 C -0.0575
15 C -0.2141
16 O -0.2837
17 C -0.5254
18 C -0.0206
19 C -0.0413
20 C -0.0220
21 C -0.5463
22 C -0.0236
23 C -0.0235
24 C -0.0435
25 C -0.1809
26 O -0.2061
27 C -0.0544
28 C 0.1385
29 C -0.5217
30 C -0.0088
31 C -0.0213
32 C -0.0419
33 H 0.1022
34 H 0.0978
35 H 0.0970
36 H 0.1021
37 H 0.0744
38 H 0.0989
39 H 0.1019
40 H 0.0981
41 H 0.0767
42 H 0.1020
43 H 0.1147
44 H 0.1002
45 H 0.1008
46 H 0.0664
47 H 0.1029
48 H 0.1016
49 H 0.1035
50 H 0.0995
51 H 0.0338
52 H 0.0962
53 H 0.1055
54 H 0.0826
55 H 0.1036
56 H 0.0820
57 H 0.0732
58 H 0.0996
59 H 0.1030
60 H 0.0951
61 H 0.1029
62 H 0.0995
63 H 0.1025
64 H 0.0594
65 H 0.1062
66 H 0.1054
67 H 0.0571
68 H 0.0986
69 H 0.1013
70 H 0.0995
71 H 0.1035
72 H 0.1006
73 C -0.0079
74 C -0.2080
75 C 0.0361
76 C -0.0430
77 C -0.6637
78 Br 0.9824
79 N -0.0506
80 C -0.0435
81 H 0.0955
82 H 0.1015
83 H 0.0771
84 H 0.1418
85 H 0.1313
86 H 0.1349
87 O 0.0971
88 C -0.2464
89 C 0.0213
90 C -0.0246
91 C -0.0582
92 C -0.0187
93 C -0.0976
94 C -0.3635
95 O -0.2785
96 N 0.0370
97 N -0.2286
98 C -0.9030
99 S 0.9730